[1]
{
  "formula": "C37H40MoOP2",
  "method": "ωB97M-V with the def2-TZVPD basis set",
  "elements": ["Mo", "C", "C", "C", "C", "C", "C", "C", "C", "C", "H", "H", "H", "H", "H", "H", "H", "H", "H", "H", "H", "H", "H", "H", "H", "P", "P", "C", "C", "C", "C", "C", "C", "C", "C", "C", "C", "C", "C", "C", "C", "C", "C", "C", "C", "C", "C", "C", "C", "C", "C", "C", "C", "H", "H", "H", "H", "H", "H", "H", "H", "H", "H", "H", "H", "H", "H", "H", "H", "H", "H", "H", "H", "H", "H", "C", "C", "O", "H", "H", "H"],
  "positions_angstrom": [[0.36278, -1.74035, -1.07287], [1.31519, -2.94305, -2.39562], [0.65722, -1.85761, -3.11291], [-0.69645, -2.05205, -3.74503], [-1.76532, -2.66050, -2.81707], [-1.57075, -2.36598, -1.34746], [-0.85018, -3.28608, -0.47589], [-0.21375, -4.51997, -1.04664], [0.66336, -4.29876, -2.29072], [-0.38366, 2.19545, 2.82044], [2.40434, -2.95287, -2.33896], [1.29757, -1.12039, -3.60945], [-0.62935, -2.65314, -4.66706], [-1.05869, -1.07217, -4.09422], [-2.71838, -2.21008, -3.13122], [-1.86869, -3.74076, -3.01013], [-2.41176, -1.82868, -0.90768], [-1.21600, -3.36836, 0.55676], [-0.97457, -5.28255, -1.28062], [0.39921, -4.97296, -0.25458], [1.47061, -5.04149, -2.22714], [0.11010, -4.53632, -3.20426], [0.63566, 1.79639, 2.72489], [-0.60449, 2.40189, 3.86773], [-0.46725, 3.12303, 2.24513], [1.71258, 1.48522, -0.29197], [-1.57939, 1.04297, 2.19252], [-0.01668, 0.86300, -0.30859], [-1.08027, 0.52995, 0.53625], [1.95327, 2.51403, -1.74257], [1.42590, 2.08478, -2.98650], [1.46874, 2.93049, -4.09611], [2.10131, 4.17541, -4.00448], [2.73789, 4.54615, -2.81387], [2.68951, 3.70878, -1.69477], [2.60658, -0.03202, -0.72425], [2.47755, -1.09600, 0.22204], [3.54371, -2.01839, 0.34259], [4.59195, -1.98487, -0.55986], [4.56262, -1.10119, -1.65316], [3.56570, -0.13510, -1.74902], [-3.22412, 1.75910, 2.16911], [-3.44623, 2.90385, 1.37587], [-4.68710, 3.54376, 1.40128], [-5.72856, 3.03026, 2.18339], [-5.53475, 1.85025, 2.91271], [-4.29050, 1.20993, 2.90694], [-1.55468, -0.50234, 3.14289], [-0.71219, -0.62692, 4.26127], [-0.58424, -1.86394, 4.90210], [-1.27699, -2.98468, 4.43364], [-2.09717, -2.87152, 3.30491], [-2.23722, -1.63791, 2.65970], [-0.33784, 0.98283, -1.36852], [-1.86701, -0.06314, 0.03146], [1.01421, 1.08314, -3.08697], [1.01549, 2.60362, -5.03376], [2.11624, 4.83976, -4.86376], [3.29116, 5.49251, -2.75648], [3.24318, 3.97590, -0.79628], [1.66474, -1.08588, 0.96459], [3.51709, -2.71991, 1.17658], [5.44423, -2.65940, -0.41815], [5.34993, -1.16303, -2.40329], [3.54732, 0.57315, -2.57283], [-2.63456, 3.29199, 0.75493], [-4.83326, 4.44901, 0.81682], [-6.69090, 3.54683, 2.21348], [-6.35516, 1.43854, 3.49868], [-4.14535, 0.29278, 3.48461], [-0.16396, 0.24149, 4.62473], [0.07070, -1.95063, 5.77203], [-1.17553, -3.94486, 4.93415], [-2.63373, -3.74021, 2.92009], [-2.87942, -1.55308, 1.77558], [2.13010, 3.67973, 1.42107], [2.55274, 2.26443, 1.15104], [3.40074, 1.64935, 1.79568], [1.36534, 4.00094, 0.70151], [2.99426, 4.35252, 1.31717], [1.72530, 3.78595, 2.43836]],
  "mol_weight_da": 658.61,
  "homo_energy_ha": [-0.440, -0.479],
  "total_charge": 2,
  "spin_multiplicity": 3,
  "orbital_gap_ev": [5.78, 6.86]
}

[2]
{
  "formula": "C3H5N3O",
  "method": "ωB97M-V with the def2-TZVPD basis set",
  "elements": ["C", "C", "C", "H", "H", "H", "H", "H", "N", "N", "N", "O"],
  "positions_angstrom": [[0.01045, 0.58295, 0.22036], [1.13573, -0.89189, -1.16461], [1.95046, -0.16429, -0.58344], [-2.50040, 0.07661, 1.92159], [-2.50381, 1.10490, 0.95967], [-0.88164, -0.99417, -0.38979], [1.22449, -1.72308, -1.85881], [3.02813, 0.18681, -0.81029], [-1.99530, 0.28294, 0.98799], [-0.75405, 1.06502, 1.19426], [-0.10058, -0.41067, -0.58254], [1.38652, 0.88487, 0.10560]],
  "mol_weight_da": 99.09,
  "homo_energy_ha": -0.301,
  "smiles": "N/N=c1\\[nH]cco1",
  "orbital_gap_ev": 9.14
}

[3]
{
  "formula": "C2H9N2O",
  "method": "ωB97M-V with the def2-TZVPD basis set",
  "elements": ["C", "C", "N", "N", "O", "H", "H", "H", "H", "H", "H", "H", "H", "H"],
  "positions_angstrom": [[1.89396, 0.52998, -0.44166], [-0.08601, 0.20079, 0.19089], [-2.27720, 0.22506, -0.85982], [0.06906, -0.94146, 1.27190], [-0.89977, -0.15244, -0.83446], [1.92233, 1.50789, -0.90366], [2.09314, -0.27301, -1.11193], [2.39411, 0.70909, 0.52107], [-0.30619, 1.17672, 0.55330], [-2.20680, 1.01180, -1.43857], [-2.74163, -0.56351, -1.26881], [0.66155, -0.68645, 2.07606], [-0.99430, -0.99259, 1.45918], [0.47777, -1.75189, 0.78651]],
  "mol_weight_da": 77.11,
  "homo_energy_ha": -0.517,
  "total_charge": 1,
  "orbital_gap_ev": 10.42
}

[4]
{
  "formula": "C33H27Cl5N2O10W",
  "method": "ωB97M-V with the def2-TZVPD basis set",
  "elements": ["W", "C", "O", "C", "C", "C", "C", "C", "C", "N", "N", "C", "O", "C", "C", "C", "C", "C", "C", "C", "O", "H", "H", "H", "H", "H", "H", "H", "H", "H", "H", "H", "H", "Cl", "C", "C", "Cl", "C", "Cl", "C", "O", "C", "O", "C", "Cl", "C", "C", "O", "C", "C", "H", "H", "H", "H", "H", "H", "H", "H", "H", "H", "O", "C", "O", "C", "C", "C", "C", "O", "C", "O", "C", "C", "H", "H", "H", "H", "H", "Cl"],
  "positions_angstrom": [[7.08165, 11.77907, 15.07743], [7.31648, 13.10996, 19.63079], [7.04771, 11.73679, 19.81401], [8.00740, 10.91516, 19.25064], [8.73650, 10.16085, 20.12547], [9.75647, 9.32100, 19.71177], [9.95118, 9.18060, 18.32967], [9.24681, 9.89998, 17.44506], [9.46388, 9.81835, 16.05231], [8.85909, 10.30783, 15.09638], [9.42275, 9.85033, 13.87818], [8.77970, 10.47001, 12.94278], [7.75004, 11.27915, 13.16985], [9.09035, 10.13779, 11.54748], [8.37271, 10.75096, 10.52218], [8.65197, 10.40283, 9.20978], [9.59773, 9.45613, 8.91369], [10.33342, 8.87177, 9.92738], [10.07191, 9.17875, 11.24180], [8.18162, 10.75766, 17.85319], [7.45012, 11.38028, 17.00723], [8.23146, 13.32761, 20.16017], [6.48111, 13.67612, 20.05442], [7.44161, 13.35597, 18.54770], [8.57168, 10.35748, 21.20708], [10.31088, 8.73931, 20.38460], [10.77135, 8.55364, 17.98701], [10.29592, 9.18297, 15.73304], [7.61090, 11.48373, 10.82793], [8.21163, 11.03795, 8.42929], [9.83283, 9.19868, 7.85102], [11.07807, 8.12004, 9.72460], [10.73776, 8.81124, 12.01900], [2.78069, 10.76650, 9.91900], [3.64559, 10.56883, 11.40545], [3.49960, 9.38595, 12.08090], [2.74841, 7.99680, 11.29950], [4.25934, 9.17727, 13.29999], [4.23246, 7.65265, 14.05166], [5.05953, 10.21427, 13.81953], [5.73986, 10.13228, 14.91179], [5.04933, 11.49593, 13.16782], [5.68826, 12.48957, 13.69945], [4.48069, 11.61393, 11.92085], [4.93711, 13.00293, 11.02313], [8.05168, 6.71825, 15.70394], [6.90540, 6.73004, 16.63044], [7.36201, 6.36739, 17.95260], [6.35141, 6.61293, 18.94277], [5.85726, 8.06562, 19.02288], [7.69470, 6.97540, 14.71741], [8.58951, 5.80695, 15.77341], [8.75404, 7.54585, 15.98303], [6.08909, 5.99768, 16.33815], [6.43995, 7.71043, 16.59490], [6.84273, 6.37006, 19.88594], [5.45638, 5.99007, 18.68936], [6.65842, 8.80973, 19.08685], [5.20220, 8.16479, 19.86557], [5.13111, 8.35902, 18.27895], [3.90824, 12.93711, 17.24464], [4.65168, 13.31842, 16.32085], [5.88543, 13.01015, 16.22313], [4.11511, 14.38371, 15.37318], [4.97033, 15.24082, 14.59526], [4.48513, 16.29382, 13.87691], [3.07728, 16.42044, 13.99593], [2.37227, 17.44506, 13.41128], [1.05532, 17.02058, 13.50005], [0.95797, 16.12187, 14.58957], [2.23164, 15.65227, 14.72244], [2.74954, 14.57290, 15.42160], [5.96110, 14.95702, 14.66766], [5.02665, 16.97809, 13.24680], [0.70232, 16.46596, 12.65972], [0.42042, 17.88779, 13.65418], [2.17891, 13.95519, 16.04650], [8.55872, 13.70520, 14.89952]],
  "mol_weight_da": 972.69,
  "homo_energy_ha": [-0.055, -0.090],
  "total_charge": -2,
  "spin_multiplicity": 3,
  "orbital_gap_ev": [5.70, 6.65]
}

[5]
{
  "formula": "C3H3LaO2",
  "method": "ωB97M-V with the def2-TZVPD basis set",
  "elements": ["C", "C", "H", "H", "H", "O", "C", "O", "La"],
  "positions_angstrom": [[1.17325, -1.50035, -0.62902], [0.31534, -0.73627, 0.03440], [1.75680, -1.12069, -1.46842], [-0.27691, -1.06836, 0.88953], [1.34839, -2.51947, -0.28626], [0.27946, 0.64414, -0.16929], [-0.63994, 1.35392, 0.46662], [-0.77941, 2.53960, 0.07728], [-3.17698, 2.40749, 1.08517]],
  "mol_weight_da": 209.96,
  "homo_energy_ha": -0.590,
  "total_charge": 2,
  "orbital_gap_ev": 4.96
}

[6]
{
  "formula": "C4H8O2",
  "method": "ωB97M-V with the def2-TZVPD basis set",
  "elements": ["O", "C", "C", "C", "O", "C", "H", "H", "H", "H", "H", "H", "H", "H"],
  "positions_angstrom": [[-1.00292, 0.43688, -1.46886], [-1.06040, 0.06956, -0.22254], [0.01015, -1.11124, 0.20912], [1.19801, -0.30152, 0.30317], [0.97117, 0.89209, 0.73412], [-0.47998, 1.12469, 0.77063], [0.52681, 0.10565, -1.84007], [-2.04576, -0.29644, 0.13779], [0.07987, -1.96850, -0.45881], [-0.30782, -1.41093, 1.21450], [1.29927, -0.12827, -1.75916], [2.24022, -0.55823, 0.14215], [-0.80076, 0.99813, 1.81039], [-0.62786, 2.14812, 0.42756]],
  "mol_weight_da": 88.11,
  "homo_energy_ha": [-0.305, -0.305],
  "orbital_gap_ev": [8.08, 8.08]
}

[7]
{
  "formula": "C5H11NO2",
  "method": "ωB97M-V with the def2-TZVPD basis set",
  "elements": ["C", "C", "O", "C", "N", "C", "C", "O", "H", "H", "H", "H", "H", "H", "H", "H", "H", "H", "H"],
  "positions_angstrom": [[1.22918, 0.11325, -0.60613], [1.46676, 0.27226, -2.10958], [0.73234, -0.65725, -2.86888], [-0.19632, 0.46818, -0.24034], [-0.70692, -0.05357, 0.90634], [-2.03060, 0.40685, 1.28732], [0.02793, -0.90336, 1.84738], [-0.85004, 1.23173, -0.93247], [1.88212, 0.79718, -0.05223], [1.50028, -0.90399, -0.33020], [1.27621, 1.32216, -2.36687], [2.51997, 0.07487, -2.29035], [-0.20494, -0.52354, -2.69230], [-2.72171, 0.27050, 0.45539], [-2.38678, -0.18086, 2.13172], [-2.05294, 1.47059, 1.51014], [-0.28268, -0.60113, 2.84202], [1.08038, -0.66913, 1.79565], [-0.28223, -1.93473, 1.71338]],
  "mol_weight_da": 117.15,
  "homo_energy_ha": -0.346,
  "smiles": "CN(C)C(=O)CCO",
  "orbital_gap_ev": 10.16
}

[8]
{
  "formula": "C3H6O",
  "method": "ωB97M-V with the def2-TZVPD basis set",
  "elements": ["C", "C", "H", "H", "H", "H", "O", "C", "H", "H"],
  "positions_angstrom": [[1.91977, -2.64254, 1.02073], [2.26668, -1.36360, 1.01756], [0.96821, -2.95597, 1.44037], [2.30072, -3.33312, 0.27328], [1.88835, -0.75582, 1.83947], [3.00009, -0.87813, 0.39136], [-1.93165, 2.85473, -1.56795], [-3.12774, 2.98571, -1.50089], [-3.52556, 3.62318, -0.68862], [-3.75889, 2.46558, -2.22531]],
  "mol_weight_da": 58.08,
  "homo_energy_ha": -0.369,
  "smiles": "C=C.C=O",
  "orbital_gap_ev": 10.95
}